Entry 1:
Entry from the Open Molecules 2025 dataset: 2 unconnected molecules or ions with the total composition C8H18ClNSi (wB97M-V/def2-TZVPD).

LUMO energy (alpha / beta): 0.016 / 0.549 eV
total charge: 0
frontier orbital gap (alpha / beta): 7.4 / 7.4 eV
multiplicity: 1
HOMO level (alpha / beta): -7.37 / -6.87 eV
energy above the lowest of the compared OMol25 structures with the same formula, charge and spin: 228.57 kJ/mol
DFT total energy: -1119.94834 Ha

Each line ends with the natural charge from an NBO analysis.
Element x y z (Å)
C: 3.1132 -1.3759 0.5445  -0.37
C: 2.2445 -0.4436 0.8735  -0.68
C: -2.0511 -1.6557 1.0980  -0.60
C: -1.0979 -2.2566 -1.9165  -0.67
C: 1.0289 3.1978 -0.4680  -0.40
C: 0.4125 2.1105 1.5222  -0.42
C: -2.3863 -0.8076 -0.1117  -0.49
C: -1.4595 -0.9211 -1.2531  -0.14
N: 1.1027 1.9661 0.2806  -0.90
Si: 1.2151 0.4493 -0.4535  1.44
Cl: 2.0897 0.6977 -2.3220  -0.41
H: 3.4649 -1.9926 1.4217  0.19
H: 3.4443 -1.6665 -0.5080  0.21
H: 2.0287 -0.3122 1.9231  0.22
H: -2.1482 -2.6981 0.9501  0.20
H: -2.7103 -1.4299 1.9141  0.21
H: -1.0766 -1.5220 1.4740  0.20
H: -0.7389 -2.9079 -1.2672  0.21
H: -2.0261 -2.6014 -2.4285  0.20
H: -0.5499 -2.1257 -2.8412  0.23
H: 0.0817 3.7289 -0.5359  0.18
H: 1.5936 3.9799 0.1211  0.19
H: 1.3142 3.0351 -1.4797  0.21
H: -0.2460 3.0054 1.6792  0.21
H: -0.2606 1.2264 1.6281  0.19
H: 1.0420 2.1523 2.4164  0.19
H: -3.4240 -1.0079 -0.3356  0.20
H: -2.3525 0.2275 0.0626  0.21
H: -1.6482 -0.0522 -1.9882  0.19

=====

Entry 2:
Entry from the Open Molecules 2025 dataset: a molecular structure, C8H18CoI2NOP2Se (wB97M-V/def2-TZVPD).

LUMO energy (alpha / beta): -8.106 / -10.547 eV
total charge: +2
frontier orbital gap (alpha / beta): 7.5 / 4.7 eV
multiplicity: 5
HOMO level (alpha / beta): -15.60 / -15.26 eV
energy above the lowest of the compared OMol25 structures with the same formula, charge and spin: 0.00 kJ/mol
DFT total energy: -5507.26029 Ha

Each line ends with the natural charge from an NBO analysis.
Element x y z (Å)
I: 0.0405 -1.5151 -3.7414  -0.01
I: -0.0431 1.6623 -2.2986  0.16
Co: -0.0138 0.6394 -0.0303  0.34
P: -2.0326 -0.1192 -0.2088  1.07
C: -3.1314 1.2962 0.2114  -0.94
C: -2.7657 -0.7587 -1.7568  -0.96
H: -3.7711 -1.1521 -1.5572  0.27
H: -3.6482 -1.5659 0.9279  0.28
H: -2.1199 -1.5758 -2.1171  0.27
H: -2.0416 -2.3238 0.7637  0.26
H: -2.9520 2.1299 -0.4750  0.26
H: -2.7985 0.0130 -2.5298  0.26
C: -2.5655 -1.3926 0.9887  -0.94
H: -4.1874 0.9978 0.1475  0.28
H: -2.2931 -1.0869 2.0001  0.24
H: -2.9067 1.6246 1.2338  0.25
P: 2.0372 -0.0346 -0.2039  1.07
C: 3.0718 1.4206 0.2560  -0.94
C: 2.6069 -1.3037 0.9953  -0.94
H: 2.2079 -1.4597 -2.1363  0.28
H: 3.8172 -0.9691 -1.5371  0.27
H: 2.8188 0.1508 -2.5078  0.27
C: 2.7992 -0.6222 -1.7388  -0.97
H: 2.1141 -2.2503 0.7601  0.26
H: 3.6968 -1.4470 0.9374  0.28
H: 4.1389 1.1613 0.1926  0.28
H: 2.8347 1.7235 1.2833  0.25
H: 2.3249 -1.0261 2.0143  0.24
H: 2.8731 2.2648 -0.4110  0.26
C: -0.0400 2.3569 0.4125  0.52
O: -0.0676 3.4464 0.8125  -0.39
Se: 0.0069 -0.3965 4.6383  0.62
C: -0.0004 -0.0520 2.9262  0.04
N: -0.0103 0.1637 1.7484  -0.48

=====

Entry 3:
Entry from the Open Molecules 2025 dataset: a gas-phase ion, C8H18FN5 (charge +2) (wB97M-V/def2-TZVPD).

LUMO energy: -7.252 eV
total charge: +2
frontier orbital gap: 7.6 eV
multiplicity: 1
HOMO level: -14.81 eV
energy above the lowest of the compared OMol25 structures with the same formula, charge and spin: 0.00 kJ/mol
DFT total energy: -688.62272 Ha

Each line ends with the natural charge from an NBO analysis.
Element x y z (Å)
C: 3.1877 0.2361 -0.0098  0.07
C: 1.0313 -0.7220 -0.6757  0.54
C: 2.8909 1.0482 1.0766  0.20
C: -0.9274 0.7161 -0.3448  0.59
C: 4.5105 0.1526 -0.7319  -0.63
C: -3.0660 1.9917 -0.4634  -0.40
C: -1.1553 0.1316 1.0165  -0.49
C: -2.3881 -0.8153 1.0671  -0.23
N: 2.2564 -0.7443 -0.4772  -0.41
N: 0.3178 0.4892 -0.9205  -0.59
N: 0.2821 -1.8956 -0.7811  -0.84
N: -1.6475 1.6688 -0.8203  -0.46
N: -1.9407 -2.2186 0.7760  -0.73
F: 1.6332 1.0852 1.5902  -0.36
H: 3.4997 1.7402 1.5602  0.21
H: 5.2376 0.7853 -0.0393  0.26
H: 4.2178 0.5561 -1.7600  0.23
H: 4.8083 -0.8577 -0.9436  0.25
H: -3.6679 1.7388 -1.2197  0.23
H: -3.3429 1.4337 0.4268  0.21
H: -3.1204 3.0899 -0.3554  0.26
H: -1.2540 1.0096 1.6118  0.30
H: -0.3015 -0.3992 1.2753  0.26
H: -2.7874 -0.8215 2.0622  0.26
H: -3.2087 -0.5293 0.4425  0.23
H: 0.6343 1.1443 -1.5653  0.43
H: 0.9390 -2.6316 -0.6684  0.44
H: -0.0563 -1.8959 -1.7252  0.41
H: -1.2131 2.0791 -1.6121  0.42
H: -0.9579 -2.1134 0.2798  0.45
H: -2.6782 -2.6963 0.2907  0.45
H: -1.7333 -2.7560 1.6379  0.45

=====

Entry 4:
Entry from the Open Molecules 2025 dataset: a molecular structure, C8H18InO8 (wB97M-V/def2-TZVPD).

LUMO energy: -8.628 eV
total charge: +1
frontier orbital gap: 3.2 eV
multiplicity: 1
HOMO level: -11.82 eV
energy above the lowest of the compared OMol25 structures with the same formula, charge and spin: 62.87 kJ/mol
DFT total energy: -1107.15954 Ha

Each line ends with the natural charge from an NBO analysis.
Element x y z (Å)
In: -31.8706 -1.0275 -35.8464  1.22
C: -30.9396 -5.1896 -35.5806  -0.30
O: -31.1962 -3.8615 -35.9166  -0.49
H: -31.3417 -5.8473 -36.3585  0.21
H: -29.8538 -5.3164 -35.6687  0.18
H: -31.3042 -5.4778 -34.5894  0.23
C: -33.9435 1.8322 -37.6537  -0.31
O: -32.9302 0.9285 -37.6942  -0.44
H: -34.7627 1.5378 -38.3221  0.18
H: -34.3571 2.0040 -36.6479  0.24
H: -33.6782 2.8245 -38.0545  0.22
C: -28.1071 -2.8320 -33.8275  -0.25
O: -27.3503 -1.8963 -34.5607  -0.48
C: -27.8234 -1.3945 -35.6787  1.02
O: -29.0000 -1.4108 -35.9879  -0.74
O: -26.8241 -0.9425 -36.3923  -0.46
C: -27.0199 -0.4644 -37.7003  -0.26
H: -28.4927 -3.6150 -34.4851  0.19
H: -29.0135 -2.3338 -33.4678  0.17
H: -27.5157 -3.2286 -33.0108  0.22
H: -27.9249 0.1451 -37.7337  0.19
H: -27.1736 -1.3090 -38.3786  0.19
H: -26.1286 0.0543 -38.0389  0.22
C: -31.3632 -3.1936 -32.1139  -0.27
O: -32.7464 -3.2834 -31.8028  -0.47
C: -33.5901 -2.5355 -32.4692  1.02
O: -33.3587 -1.9027 -33.4840  -0.74
O: -34.7785 -2.6915 -31.9225  -0.47
C: -35.9471 -2.2022 -32.5972  -0.26
H: -31.1892 -3.2335 -33.1924  0.18
H: -30.7811 -3.9742 -31.6372  0.22
H: -31.0135 -2.2054 -31.8082  0.19
H: -36.8177 -2.5000 -32.0202  0.22
H: -35.9650 -2.5668 -33.6198  0.20
H: -35.9356 -1.1149 -32.5118  0.19

=====

Entry 5:
Entry from the Open Molecules 2025 dataset: a molecular structure, C8H18N2O (wB97M-V/def2-TZVPD).

LUMO energy: 0.511 eV
total charge: 0
frontier orbital gap: 9.8 eV
multiplicity: 1
HOMO level: -9.26 eV
energy above the lowest of the compared OMol25 structures with the same formula, charge and spin: 1177.92 kJ/mol
DFT total energy: -499.91474 Ha

Each line ends with the natural charge from an NBO analysis.
Element x y z (Å)
C: 2.2427 0.6763 -1.9447  -0.65
C: 1.5415 -0.5766 -1.2538  -0.49
C: 0.0331 -0.3304 -1.1185  -0.02
C: -0.5514 0.2871 -2.4203  -0.66
C: -0.0762 -0.1094 1.3011  -0.05
C: 0.8604 0.6181 2.3250  -0.61
C: -1.1228 -0.5216 2.1586  -0.49
C: -2.0746 -1.0515 1.3004  -0.60
H: 1.3235 1.8644 -1.8489  0.22
H: 3.4206 0.5434 -1.1340  0.25
H: 2.2490 0.4891 -3.3464  0.23
H: 1.8965 -0.8067 -0.3605  0.19
H: 1.8815 -1.2656 -2.0387  0.23
H: -0.5695 -1.4839 -1.1949  0.22
H: -0.5661 -0.2374 -3.3213  0.23
H: -0.4516 1.3410 -2.3855  0.23
H: -1.6202 0.4028 -2.1711  0.23
H: 0.3918 -1.1835 0.9233  0.23
H: 1.6981 1.0194 1.4604  0.20
H: 1.2341 -0.2716 3.0056  0.21
H: 0.5291 1.4743 2.9996  0.24
H: -0.7835 -1.2947 2.7846  0.23
H: -1.6868 0.2789 2.7794  0.22
H: -2.0471 -0.4557 0.1778  0.20
H: -1.7858 -2.1293 1.1768  0.20
H: -3.3010 -1.5558 1.3744  0.22
N: -0.1995 0.5669 0.0554  -0.32
N: -1.1049 1.5657 -0.1448  0.26
O: -1.3609 2.1466 0.8609  -0.36

=====

Entry 6:
Entry from the Open Molecules 2025 dataset: a single C8H18N3PSi molecule (wB97M-V/def2-TZVPD).

LUMO energy: 0.293 eV
total charge: 0
frontier orbital gap: 8.5 eV
multiplicity: 1
HOMO level: -8.23 eV
energy above the lowest of the compared OMol25 structures with the same formula, charge and spin: 204.26 kJ/mol
DFT total energy: -1110.62251 Ha

Each line ends with the natural charge from an NBO analysis.
Element x y z (Å)
C: -0.8827 -0.6033 0.9616  0.20
C: -0.5101 -2.5286 2.5283  -0.57
C: 0.1523 -2.6404 0.1874  -0.59
C: -2.2244 -2.5510 0.7721  -0.59
C: -0.2103 2.9702 -2.3373  -1.05
C: 1.7519 0.6237 -1.7670  -1.08
C: 2.1774 3.3132 -0.0721  -1.17
C: -0.8062 -2.0796 1.1396  -0.24
N: -0.0817 0.1597 0.3874  -0.35
N: -1.3921 2.0902 0.6375  -0.61
N: -0.2326 1.4997 0.3187  -0.39
Si: 0.9788 2.1772 -0.8911  1.72
P: -2.6361 1.2179 1.1300  0.61
H: -0.3774 -3.7014 2.4263  0.21
H: 0.4535 -2.1189 3.0177  0.22
H: -1.3112 -2.3130 3.1856  0.22
H: 0.2097 -3.7612 0.3019  0.22
H: 1.1899 -2.1476 0.3155  0.22
H: -0.0592 -2.3560 -0.8957  0.22
H: -2.4939 -3.5132 1.1809  0.21
H: -2.2374 -2.7378 -0.2602  0.21
H: -2.9270 -1.6646 0.8928  0.23
H: -0.7239 2.0698 -2.6783  0.23
H: -1.0385 3.4227 -1.8403  0.24
H: 0.1386 3.4433 -3.2126  0.23
H: 1.2673 -0.2282 -1.4125  0.25
H: 1.6285 0.5894 -2.7837  0.23
H: 2.8533 0.5194 -1.4989  0.23
H: 2.9316 3.6427 -0.7735  0.25
H: 1.6506 4.2666 0.2045  0.26
H: 2.7613 2.9391 0.8356  0.26

=====

Entry 7:
Entry from the Open Molecules 2025 dataset: 2 unconnected molecules or ions with the total composition C8H18N4 (wB97M-V/def2-TZVPD).

LUMO energy: -7.458 eV
total charge: +2
frontier orbital gap: 10.2 eV
multiplicity: 1
HOMO level: -17.67 eV
energy above the lowest of the compared OMol25 structures with the same formula, charge and spin: 102.33 kJ/mol
DFT total energy: -534.00020 Ha

Each line ends with the natural charge from an NBO analysis.
Element x y z (Å)
C: 0.2139 -1.8463 -1.1774  0.57
C: 0.3491 0.9886 1.1480  0.56
C: -0.5564 -0.6590 -1.5524  -0.37
C: -0.6661 0.6290 -0.8112  -0.06
C: 0.2282 0.6205 -1.9652  -0.22
C: -0.1077 1.3438 -3.2400  -0.62
C: -1.4678 -0.2456 2.1345  -0.40
C: 0.1484 0.8647 3.5569  -0.43
N: -0.0326 -2.9774 -1.7981  -0.69
N: -0.2634 0.5568 2.1928  -0.38
N: 1.1683 -1.7749 -0.2678  -0.72
N: 1.4250 1.7175 1.0125  -0.79
H: -1.4314 -0.8939 -2.1518  0.27
H: -1.5740 1.1882 -0.6991  0.26
H: 1.2957 0.5476 -1.7825  0.24
H: 0.4576 0.9183 -4.0682  0.25
H: 0.1660 2.3950 -3.1579  0.25
H: -1.1689 1.2831 -3.4706  0.23
H: -2.2720 0.2632 2.6675  0.24
H: -1.7779 -0.4107 1.1074  0.22
H: -1.2983 -1.2064 2.6214  0.23
H: 0.1942 -0.0576 4.1345  0.25
H: 1.1195 1.3499 3.5945  0.22
H: -0.5925 1.5190 4.0191  0.25
H: -0.7466 -3.0565 -2.5087  0.44
H: 0.5062 -3.8146 -1.6150  0.44
H: 1.3632 -0.9125 0.2178  0.42
H: 1.7493 -2.5736 -0.0555  0.44
H: 1.6977 2.0763 0.1084  0.44
H: 1.8733 2.1672 1.8061  0.44

=====

Entry 8:
Entry from the Open Molecules 2025 dataset: a single C8H18N4O2S molecule (wB97M-V/def2-TZVPD).

LUMO energy: 0.727 eV
total charge: 0
frontier orbital gap: 9.0 eV
multiplicity: 1
HOMO level: -8.26 eV
DFT total energy: -1083.20201 Ha

Each line ends with the natural charge from an NBO analysis.
Element x y z (Å)
C: 0.8323 -0.6109 2.1509  -0.35
C: -0.3415 0.0301 2.3499  0.01
C: 1.7339 -0.3805 0.8664  0.09
C: 0.2250 1.5262 0.4266  0.30
C: -0.1818 -1.9958 -2.9806  -0.63
C: -1.3338 -1.2829 -0.8188  -0.65
C: -1.9862 1.6928 1.7565  -0.43
C: -0.0525 -1.5643 -1.5134  -0.49
N: -0.8493 0.8743 1.3386  -0.47
N: 0.9202 0.3861 -0.0782  -0.75
N: 3.0609 0.2163 1.0975  -0.87
N: 1.0738 2.3943 1.0994  -0.84
O: 2.2007 -0.3870 -2.2752  -0.92
O: 0.0806 0.9634 -2.2187  -0.95
S: 0.9343 -0.0326 -1.6213  2.34
H: 1.1504 -1.4649 2.7822  0.22
H: -0.8060 -0.0108 3.3237  0.21
H: 1.8654 -1.2887 0.1763  0.19
H: -0.4062 2.1600 -0.1811  0.23
H: -1.3056 -2.0722 -3.2201  0.22
H: 0.4795 -1.2650 -3.6609  0.25
H: 0.1219 -3.0347 -3.1199  0.22
H: -1.7063 -0.3626 -1.3163  0.23
H: -1.2583 -0.9957 0.1946  0.24
H: -2.1993 -2.0048 -0.9538  0.22
H: -2.1029 2.6840 1.1969  0.21
H: -2.8529 1.0596 1.4109  0.20
H: -2.1648 1.7620 2.7754  0.19
H: 0.4506 -2.4258 -0.9904  0.23
H: 3.5282 -0.0033 0.2367  0.39
H: 3.4882 -0.0354 1.9479  0.38
H: 0.5781 2.9126 1.8813  0.37
H: 1.8512 1.8739 1.4254  0.39

=====

Number 1: strongest force on any atom 6.1 eV Å⁻¹. Number 2: strongest force on any atom 7.1 eV Å⁻¹. Number 3: strongest force on any atom 4.5 eV Å⁻¹. Number 4: strongest force on any atom 1.8 eV Å⁻¹. Number 5: strongest force on any atom 11.1 eV Å⁻¹. Number 6: strongest force on any atom 4.0 eV Å⁻¹. Number 7: strongest force on any atom 4.7 eV Å⁻¹. Number 8: strongest force on any atom 4.2 eV Å⁻¹.